1:
Entry from OMol25: C6H8N2O2S in the gas phase (wB97M-V/def2-TZVPD).

Summary:
Charge ... 0

Last columns: bonded neighbours and bond lengths (Å).
Positions of all 19 atoms, in Å:
1 C 1.69215 1.12988 -0.73918  C2 1.413, C3 1.374, H12 1.046
2 C 0.66460 0.35752 -1.32522  C1 1.413, C4 1.346, H13 1.083
3 C 1.68476 1.46826 0.59256  C1 1.374, N7 1.377, H14 1.072
4 C -0.45804 -0.09961 -0.74003  C2 1.346, C6 1.540, S11 1.707
5 C -1.69423 -2.32869 -1.63233  C6 1.494, H15 1.109, H16 1.125, H17 1.081
6 C -1.69893 -0.91499 -1.14914  C4 1.540, C5 1.494, S11 1.842, H18 1.054
7 N 0.66868 1.09957 1.44645  C3 1.377, N8 1.266
8 N 0.94197 1.41333 2.64210  N7 1.266, O9 1.217, O10 1.375
9 O 1.88480 1.92976 3.21210  N8 1.217
10 O 0.14535 0.76703 3.55782  N8 1.375, H19 0.937
11 S -1.31563 -0.64383 0.63173  C4 1.707, C6 1.842
12 H 2.54576 1.23038 -1.33526  C1 1.046
13 H 0.53708 0.37532 -2.40022  C2 1.083
14 H 2.43859 2.06021 1.07303  C3 1.072
15 H -1.85644 -3.01644 -0.77718  C5 1.109
16 H -2.40339 -2.43491 -2.49884  C5 1.125
17 H -0.74495 -2.73174 -1.95597  C5 1.081
18 H -2.37113 -0.31585 -1.69647  C6 1.054
19 H -0.66100 0.65480 3.09406  O10 0.937

***

2:
Entry from OMol25: C6H8N2O2S in the gas phase (wB97M-V/def2-TZVPD).

Summary:
SMILES string ... O=C1NCC(=O)N2CSC[C@H]12
Charge ... 0

Last columns: bonded neighbours and bond lengths (Å).
Positions of all 19 atoms, in Å:
1 O -0.57034 2.58581 -0.93599  C2 1.201
2 C -0.68800 1.46532 -0.51922  O1 1.201, N3 1.395, C11 1.542
3 N -1.63449 1.32975 0.49601  C2 1.395, C4 1.482, H12 1.000
4 C -1.79971 0.07801 1.27271  N3 1.482, C5 1.528, H13 1.060, H14 1.081
5 C -0.63174 -0.89628 1.13085  C4 1.528, O6 1.222, N7 1.386
6 O -0.46233 -1.74170 1.99732  C5 1.222
7 N 0.27421 -0.80069 0.08568  C5 1.386, C8 1.464, C11 1.473
8 C 1.45828 -1.66191 0.11287  N7 1.464, S9 1.827, H15 1.111, H16 1.085
9 S 2.61453 -0.92246 -1.09305  C8 1.827, C10 1.826
10 C 1.60093 0.56567 -1.39444  S9 1.826, C11 1.524, H17 1.073, H18 1.138
11 C 0.18117 0.26069 -0.93161  C2 1.542, N7 1.473, C10 1.524, H19 1.130
12 H -2.16384 2.15522 0.69146  N3 1.000
13 H -2.64284 -0.44594 0.90163  C4 1.060
14 H -1.98787 0.33730 2.30493  C4 1.081
15 H 1.22617 -2.71903 -0.13856  C8 1.111
16 H 1.90683 -1.67180 1.10130  C8 1.085
17 H 1.62196 0.83581 -2.43296  C10 1.073
18 H 2.03097 1.45311 -0.82720  C10 1.138
19 H -0.33390 -0.20690 -1.82173  C11 1.130

***

Which structure is most stable? 2, by 6.802 eV over the runner-up.

***

1:
Entry from OMol25: a gas-phase ion, C2H4N3S (charge +1) (wB97M-V/def2-TZVPD).

Summary:
Charge ... +1

Last columns: bonded neighbours and bond lengths (Å).
Positions of all 10 atoms, in Å:
1 C 1.04498 0.56712 0.05703  N3 1.200, N5 1.298
2 C -1.76615 1.39835 0.19357  S6 1.536, H7 1.145, H8 1.038
3 N 1.06566 1.72556 0.36959  C1 1.200, N4 1.256
4 N 0.38706 2.76786 0.54789  N3 1.256, S6 1.598
5 N 1.68962 -0.54420 -0.12596  C1 1.298, H9 1.014, H10 0.958
6 S -1.21030 2.77607 0.58529  C2 1.536, N4 1.598
7 H -2.87911 1.33426 0.45288  C2 1.145
8 H -1.12055 0.60407 0.01913  C2 1.038
9 H 2.05812 -0.74671 -1.04918  N5 1.014
10 H 1.91941 -1.13034 0.59605  N5 0.958

***

2:
Entry from OMol25: a gas-phase ion, C2H4N3S (charge +1) (wB97M-V/def2-TZVPD).

Summary:
Charge ... +1

Last columns: bonded neighbours and bond lengths (Å).
Positions of all 10 atoms, in Å:
1 C -0.69267 1.23852 -0.42913  C2 1.435, N3 1.339, H7 1.155
2 C 0.10599 1.61403 0.70257  C1 1.435, S6 1.660, H8 1.067
3 N -0.55738 -0.04538 -0.78567  C1 1.339, N4 1.232
4 N 0.01751 -0.82271 -0.02232  N3 1.232, N5 1.266, S6 2.131
5 N 0.43138 -2.00757 -0.18459  N4 1.266, H9 1.000, H10 0.977
6 S 0.83824 0.37873 1.53465  C2 1.660, N4 2.131
7 H -1.38231 1.80375 -1.16342  C1 1.155
8 H 0.32146 2.56310 1.14015  C2 1.067
9 H -0.32334 -2.65222 -0.06463  N5 1.000
10 H 1.24113 -2.07025 -0.72763  N5 0.977

***

Which structure is most stable? 2, by 0.747 eV over the runner-up.

***

1:
Entry from OMol25: 2 unconnected molecules or ions with the total composition CH6NO2 (wB97M-V/def2-TZVPD).

Summary:
Charge ... -1

Last columns: bonded neighbours and bond lengths (Å).
Positions of all 10 atoms, in Å:
1 O 2.56854 0.78778 0.76125  H2 0.958, H6 1.003
2 H 2.37255 0.56673 1.67255  O1 0.958
3 N 0.20805 0.08171 -0.43345  C4 1.412, H7 1.024
4 C -1.19564 0.15429 -0.56277  N3 1.412, O5 1.464, H8 1.090, H9 1.101
5 O -1.91917 -0.97563 0.02392  C4 1.464, H10 0.966
6 H 1.69145 0.67483 0.28834  O1 1.003
7 H 0.58742 -0.83180 -0.69976  N3 1.024
8 H -1.49227 0.99235 0.06852  C4 1.090
9 H -1.55920 0.21796 -1.60021  C4 1.101
10 H -1.37128 -1.39358 0.70024  O5 0.966

***

2:
Entry from OMol25: 2 unconnected molecules or ions with the total composition CH6NO2 (wB97M-V/def2-TZVPD).

Summary:
Charge ... -1

Last columns: bonded neighbours and bond lengths (Å).
Positions of all 10 atoms, in Å:
1 O 1.13615 1.52654 1.88444  H2 0.954, H6 1.034
2 H 0.37957 1.99425 2.23024  O1 0.954
3 N 0.59016 -0.24667 0.00221  C4 1.499, H7 0.974
4 C -0.29729 -1.13935 -0.81208  N3 1.499, O5 1.531, H8 1.115, H9 1.062
5 O -1.68906 -0.57052 -1.09939  C4 1.531, H10 1.000
6 H 0.82277 0.98590 1.06104  O1 1.034
7 H 0.83086 0.43897 -0.64710  N3 0.974
8 H 0.07728 -1.12087 -1.86204  C4 1.115
9 H -0.31855 -2.06082 -0.28435  C4 1.062
10 H -1.53190 0.19258 -0.47297  O5 1.000

***

Which structure is most stable? 1, by 0.476 eV over the runner-up.

***

1:
Entry from OMol25: 2 unconnected molecules or ions with the total composition C4H10 (wB97M-V/def2-TZVPD).

Summary:
Multiplicity ... 2
Charge ... +1

Last columns: bonded neighbours and bond lengths (Å).
Positions of all 14 atoms, in Å:
1 C 1.33870 -0.22775 -1.62107  C2 1.542, H3 1.091, H4 1.087, H5 1.090
2 C 0.00770 -0.93881 -1.93938  C1 1.542, H6 1.091, H7 1.092, H8 1.088
3 H 1.35398 0.86165 -1.67057  C1 1.091
4 H 1.70658 -0.59597 -0.66627  C1 1.087
5 H 2.00831 -0.45150 -2.45210  C1 1.090
6 H -0.77165 -0.77718 -1.19358  C2 1.091
7 H 0.15183 -2.02155 -1.95040  C2 1.092
8 H -0.26490 -0.70668 -2.96685  C2 1.088
9 C -1.50440 0.61993 2.15719  C10 1.372, H11 1.086, H12 1.093
10 C -0.31622 1.11435 2.63389  C9 1.372, H13 1.088, H14 1.091
11 H -2.52265 0.83590 2.46855  C9 1.086
12 H -1.58421 -0.08294 1.32398  C9 1.093
13 H 0.65835 0.83575 2.23738  C10 1.088
14 H -0.26142 1.53479 3.63923  C10 1.091

***

2:
Entry from OMol25: 2 unconnected molecules or ions with the total composition C4H10 (wB97M-V/def2-TZVPD).

Summary:
Multiplicity ... 2
Charge ... +1

Last columns: bonded neighbours and bond lengths (Å).
Positions of all 14 atoms, in Å:
1 C 2.03650 0.08479 -0.81293  C2 1.517, H3 1.107, H4 1.048, H5 1.084
2 C 2.04072 1.29987 0.09527  C1 1.517, H6 1.121, H7 1.123, H8 1.048
3 H 2.00834 0.38685 -1.87772  C1 1.107
4 H 1.36292 -0.70829 -0.68775  C1 1.048
5 H 3.02678 -0.35357 -0.75526  C1 1.084
6 H 1.34341 1.01454 0.92516  C2 1.121
7 H 2.74134 1.66654 0.89217  C2 1.123
8 H 1.55444 2.15739 -0.25977  C2 1.048
9 C -2.55586 -0.31852 0.19106  C10 1.312, H11 1.073, H12 1.062
10 C -2.91002 -1.48439 0.67689  C9 1.312, H13 1.138, H14 1.060
11 H -2.16038 -0.33302 -0.80631  C9 1.073
12 H -2.30007 0.55223 0.74278  C9 1.062
13 H -2.86295 -2.41692 0.02678  C10 1.138
14 H -3.32516 -1.54748 1.64963  C10 1.060

***

Which structure is most stable? 1, by 1.035 eV over the runner-up.

***

1:
Entry from OMol25: C8H16OS in the gas phase (wB97M-V/def2-TZVPD).

Summary:
SMILES string ... CCC=S(=O)=CC(C)(C)C
Charge ... 0

Last columns: bonded neighbours and bond lengths (Å).
Positions of all 26 atoms, in Å:
1 C -4.16759 -0.34126 0.76916  C2 1.507, H11 1.086, H12 1.074, H13 1.059
2 C -3.40470 0.32653 -0.34644  C1 1.507, C3 1.497, H14 1.080, H15 1.075
3 C -1.96825 0.36992 0.07422  C2 1.497, S4 1.740, H16 1.111
4 S -1.08517 -1.12887 0.09045  C3 1.740, O5 1.488, C6 1.772
5 O -2.08067 -2.03096 -0.55004  S4 1.488
6 C 0.41764 -0.87541 -0.81270  S4 1.772, C7 1.501, H17 1.067
7 C 1.70345 -0.86035 -0.03797  C6 1.501, C8 1.489, C9 1.664, C10 1.571
8 C 2.55705 0.29796 -0.41934  C7 1.489, H18 1.033, H19 1.080, H20 1.145
9 C 2.55970 -2.18503 -0.56664  C7 1.664, H21 1.072, H22 1.043, H23 1.078
10 C 1.52185 -0.88906 1.52189  C7 1.571, H24 1.050, H25 1.152, H26 1.140
11 H -3.58168 -0.24128 1.67846  C1 1.086
12 H -4.04887 -1.40486 0.67896  C1 1.074
13 H -5.06536 0.21132 0.86753  C1 1.059
14 H -3.64738 1.37046 -0.47722  C2 1.080
15 H -3.59532 -0.23736 -1.24127  C2 1.075
16 H -1.47205 1.32798 0.33929  C3 1.111
17 H 0.26417 0.02850 -1.35842  C6 1.067
18 H 3.57492 0.12187 -0.39572  C8 1.033
19 H 2.45842 0.97779 0.41396  C8 1.080
20 H 2.24336 0.89477 -1.34480  C8 1.145
21 H 3.30640 -1.79458 -1.22956  C9 1.072
22 H 3.04017 -2.38866 0.33638  C9 1.043
23 H 2.00403 -2.99195 -1.01638  C9 1.078
24 H 2.46330 -0.58652 1.87628  C10 1.050
25 H 1.12911 -1.87469 1.96992  C10 1.152
26 H 0.74812 -0.08967 1.77142  C10 1.140

***

2:
Entry from OMol25: C8H16OS in the gas phase (wB97M-V/def2-TZVPD).

Summary:
Charge ... 0

Last columns: bonded neighbours and bond lengths (Å).
Positions of all 26 atoms, in Å:
1 C 1.84706 0.04352 -0.52394  C2 1.612, C3 1.479, C4 1.494
2 C 0.57634 0.88404 0.00144  C1 1.612, C5 1.470, S10 1.812
3 C 1.65046 -1.08200 -1.46346  C1 1.479, H11 1.025, H12 1.186, H13 1.164
4 C 3.24272 0.31235 -0.06436  C1 1.494, H14 1.111, H15 1.148, H16 1.125
5 C 0.70924 2.18134 0.68061  C2 1.470, H17 1.080, H18 1.084, H19 1.192
6 C -2.75379 -1.54796 -0.45721  C8 1.517, H20 1.054, H21 1.137, H22 1.089
7 C -2.04869 -0.23354 1.61761  C8 1.507, H23 1.164, H24 1.052, H25 1.147
8 C -1.64560 -0.83793 0.29747  C6 1.517, C7 1.507, S10 1.995, H26 1.174
9 O -1.80753 1.65947 -0.76239  S10 1.468
10 S -0.90995 0.51682 -0.96826  C2 1.812, C8 1.995, O9 1.468
11 H 1.93830 -1.95430 -1.00777  C3 1.025
12 H 0.59909 -1.31767 -1.95991  C3 1.186
13 H 2.35081 -1.07727 -2.39289  C3 1.164
14 H 3.30694 0.92872 0.85800  C4 1.111
15 H 3.87125 0.95595 -0.77723  C4 1.148
16 H 3.77675 -0.67387 -0.15836  C4 1.125
17 H 1.06916 2.05898 1.69198  C5 1.080
18 H 1.25922 3.00841 0.24515  C5 1.084
19 H -0.34557 2.70798 0.85878  C5 1.192
20 H -3.22471 -2.24654 0.17596  C6 1.054
21 H -3.61382 -0.86763 -0.75925  C6 1.137
22 H -2.34255 -2.04025 -1.33711  C6 1.089
23 H -2.17636 0.87781 1.29636  C7 1.164
24 H -1.48712 -0.17082 2.50486  C7 1.052
25 H -3.11384 -0.54200 1.91016  C7 1.147
26 H -0.72779 -1.54361 0.49376  C8 1.174

***

Which structure is most stable? 2, by 2.065 eV over the runner-up.

***

1:
Entry from OMol25: 2 unconnected molecules or ions with the total composition Cl2HNOS (wB97M-V/def2-TZVPD).

Summary:
Charge ... 0

Last columns: bonded neighbours and bond lengths (Å).
Positions of all 6 atoms, in Å:
1 N -0.42072 -0.18603 -0.20088  S3 1.480, H6 0.980
2 O -2.82845 -1.05916 -2.45167  no bonds
3 S -1.89123 -0.11766 -0.35168  N1 1.480, Cl4 1.952, Cl5 2.098
4 Cl -2.83696 -1.03852 1.08642  S3 1.952
5 Cl -2.22596 1.87948 0.19678  S3 2.098
6 H 0.18241 -0.72988 -0.74850  N1 0.980

***

2:
Entry from OMol25: 2 unconnected molecules or ions with the total composition Cl2HNOS (wB97M-V/def2-TZVPD).

Summary:
Charge ... 0

Last columns: bonded neighbours and bond lengths (Å).
Positions of all 6 atoms, in Å:
1 N 1.72397 -1.21721 -0.53300  S3 1.480, Cl4 1.738
2 O 1.21198 0.53377 1.26188  S3 1.451
3 S 1.79193 0.16794 -0.01734  N1 1.480, O2 1.451
4 Cl 0.80603 -2.47864 0.23381  N1 1.738
5 Cl -3.03085 1.19564 -0.96286  H6 1.266
6 H -2.50306 1.79850 0.01752  Cl5 1.266

***

Which structure is most stable? 2, by 5.613 eV over the runner-up.